17
Properties=species:S:1:pos:R:3 method="wB97M-V/def2-TZVPD" relative_energy_kj_mol=126.6 orbital_gap_ev=9.8 smiles="C[C@@H](CN)NC=O" energy_ha=-343.15324
C -1.64033 0.18701 -0.33079
C -0.21744 -0.32567 -0.71796
C 0.86055 0.73114 -0.74208
N 0.72226 1.56283 -1.91790
N 0.19264 -1.34190 0.30717
C 0.25164 -1.06123 1.63515
O -0.02481 -0.00289 2.14656
H -2.09405 0.53990 -1.24507
H -1.67118 0.98979 0.40354
H -2.12392 -0.71678 0.02989
H -0.26872 -0.75765 -1.71796
H 0.96778 1.25141 0.21414
H 1.84891 0.26671 -0.89241
H 1.50456 1.82330 -2.47758
H -0.06801 2.17765 -1.99415
H 0.05461 -2.30984 0.08187
H 0.52484 -1.97056 2.20963